Entry 1:
The following is a DFT calculation (wB97M-V/def2-TZVPD) of one molecule with the formula C22H31N3O3S in a non-equilibrium geometry.

As for the SMILES: CCOCCCn1c(=S)[nH]c2cc(C(=O)N[C@@H]3CCC[C@@H](C)[C@@H]3C)ccc2c1=O. The value obtained for the energy above the lowest of the compared OMol25 structures with the same formula, charge and spin is 18.461 eV. The gap between HOMO and LUMO comes out at 0.2879 Eh. Its LUMO energy is -0.8413 eV. As for the multiplicity: 1. Its HOMO energy is -0.3188 Eh. Its charge is 0. As for the total energy: -44749.727 eV.

The geometry in XYZ format:
```
60
Properties=species:S:1:pos:R:3:nbo_charge:R:1
C -6.36 -3.46 0.75 -0.618
C -5.78 -2.44 1.69 -0.062
O -6.13 -1.01 1.36 -0.528
C -5.55 -0.58 0.26 -0.075
C -5.88 0.77 0.10 -0.415
C -5.33 1.57 -0.89 -0.224
N -3.91 1.47 -0.73 -0.431
C -3.17 0.73 -1.81 0.255
S -3.93 -0.31 -2.84 -0.120
N -1.75 0.64 -1.62 -0.586
C -1.11 1.67 -0.75 0.225
C 0.23 1.48 -0.82 -0.235
C 1.07 2.01 0.05 -0.061
C 0.39 3.19 1.01 -0.122
C -1.02 3.18 0.80 -0.159
C -1.80 2.35 0.18 -0.233
C -3.16 2.31 0.04 0.643
O -3.88 3.20 0.72 -0.622
H -1.45 4.00 1.48 0.245
H 0.92 3.78 1.75 0.260
C 2.50 2.17 0.17 0.602
O 3.05 3.25 0.77 -0.670
N 3.12 1.11 0.02 -0.565
H 2.50 0.25 -0.11 0.392
C 4.56 0.97 -0.22 0.009
C 5.26 0.88 -1.39 -0.434
C 4.78 -0.54 -2.21 -0.385
C 5.20 -1.48 -1.52 -0.409
C 4.45 -1.77 0.01 -0.182
C 4.98 -3.08 0.65 -0.605
H 4.76 -3.77 -0.13 0.209
H 4.37 -3.23 1.37 0.208
H 6.04 -2.98 0.82 0.213
C 4.89 -0.64 0.72 -0.182
C 4.25 -0.59 2.14 -0.645
H 4.75 -1.11 2.79 0.206
H 4.48 0.43 2.46 0.214
H 3.20 -0.66 2.34 0.210
H 5.99 -0.47 0.88 0.201
H 3.32 -1.63 -0.12 0.176
H 4.95 -2.58 -1.92 0.185
H 6.11 -1.60 -1.14 0.207
H 5.16 -0.36 -3.15 0.224
H 3.64 -0.49 -2.35 0.188
H 6.16 0.94 -1.35 0.204
H 5.02 1.71 -1.88 0.217
H 5.03 1.54 0.65 0.237
H 0.97 0.55 -1.35 0.205
H -1.31 0.12 -2.34 0.428
H -5.68 2.78 -0.87 0.244
H -5.57 1.25 -1.92 0.230
H -6.97 1.12 0.15 0.238
H -5.38 1.46 1.08 0.215
H -4.45 -0.81 0.50 0.139
H -5.81 -1.09 -0.53 0.160
H -4.80 -2.42 2.03 0.179
H -6.44 -2.69 2.59 0.183
H -5.96 -3.34 -0.22 0.199
H -6.20 -4.36 1.07 0.210
H -7.33 -3.35 0.78 0.209
```

Entry 2:
The following is a DFT calculation (wB97M-V/def2-TZVPD) of a 2-piece molecular cluster, C2H5FNO4P overall in a non-equilibrium geometry.

The value obtained for the energy above the lowest of the compared OMol25 structures with the same formula, charge and spin is 0.000 eV. The gap between HOMO and LUMO comes out at 0.2333 Eh. Its LUMO energy is 6.8753 eV. As for the multiplicity: 1. Its HOMO energy is 0.0194 Eh. Its charge is -2. As for the total energy: -23843.239 eV.

The geometry in XYZ format:
```
14
Properties=species:S:1:pos:R:3:nbo_charge:R:1
C 1.05 -0.05 -1.89 -0.791
C -0.25 -0.16 -1.67 0.585
N -1.15 0.67 -1.32 -0.965
O 1.32 -0.10 2.46 -1.012
O -1.09 -0.11 3.45 -1.191
O -0.55 1.39 1.27 -1.078
O -0.54 -1.11 1.01 -1.198
F -0.68 -1.34 -2.32 -0.449
P -0.35 -0.10 2.11 2.435
H 1.42 -0.40 1.58 0.471
H 1.72 0.70 -1.49 0.174
H 1.48 -0.72 -2.63 0.162
H -1.93 0.19 -0.88 0.339
H -0.45 1.12 0.31 0.517
```

Entry 3:
The following is a DFT calculation (wB97M-V/def2-TZVPD) of a 2-piece molecular cluster, C7H10O2S2 overall in a non-equilibrium geometry.

The value obtained for the energy above the lowest of the compared OMol25 structures with the same formula, charge and spin is 1.603 eV. The gap between HOMO and LUMO (spin up / spin down) comes out at 0.2659 / 0.2641 Eh. Its LUMO energy (spin up / spin down) is -0.8334 / -0.9760 eV. As for the multiplicity: 1. Its HOMO energy (spin up / spin down) is -0.2965 / -0.3000 Eh. Its charge is 0. As for the total energy: -33182.889 eV.

The geometry in XYZ format:
```
21
Properties=species:S:1:pos:R:3:nbo_charge:R:1
C -1.06 -0.80 -1.02 0.640
C 1.13 -0.03 0.56 -0.478
C -0.79 1.58 -1.49 -0.504
C 0.14 0.72 -2.23 -0.090
C -1.27 0.47 -0.46 0.111
C -2.02 0.77 0.83 -0.684
C 2.35 -2.02 2.23 -0.763
O -1.32 -1.92 -0.62 -0.586
O -0.44 -0.62 -2.23 -0.502
S 1.66 1.27 1.27 0.111
S 1.16 -1.70 0.90 0.417
H -0.35 2.51 -0.98 0.245
H -1.77 1.90 -2.01 0.240
H 0.33 0.95 -3.31 0.204
H 1.17 0.51 -1.80 0.211
H -1.64 1.63 1.31 0.234
H -2.21 -0.17 1.36 0.252
H -3.01 1.14 0.56 0.229
H 2.16 -1.36 3.07 0.238
H 3.30 -1.78 1.65 0.231
H 2.48 -3.05 2.41 0.245
```

Entry 4:
The following is a DFT calculation (wB97M-V/def2-TZVPD) of C27H31FeN5 as an isolated structure.

The value obtained for the energy above the lowest of the compared OMol25 structures with the same formula, charge and spin is 0.000 eV. The gap between HOMO and LUMO (spin up / spin down) comes out at 0.3167 / 0.3092 Eh. Its LUMO energy (spin up / spin down) is -9.0422 / -9.2789 eV. As for the multiplicity: 2. Its HOMO energy (spin up / spin down) is -0.6490 / -0.6502 Eh. Its expectation value of S² is 0.790. Its charge is +3. As for the total energy: -70315.210 eV.

The geometry in XYZ format:
```
64
Properties=species:S:1:pos:R:3:nbo_charge:R:1
Fe 0.06 0.13 0.09 1.062
C -2.68 1.07 0.07 -0.277
N -1.31 1.66 0.04 -0.444
C -1.06 2.42 -1.21 -0.258
C -0.68 1.47 -2.31 0.207
C -0.95 1.72 -3.64 -0.211
C -0.49 0.82 -4.60 -0.084
C 0.20 -0.31 -4.18 -0.221
C 0.42 -0.49 -2.83 0.080
N -0.01 0.37 -1.91 -0.486
C -1.06 2.46 1.27 -0.260
C -0.78 1.52 2.41 0.209
C -1.09 1.79 3.73 -0.209
C -0.73 0.88 4.71 -0.082
C -0.08 -0.29 4.33 -0.220
C 0.19 -0.51 3.00 0.077
N -0.15 0.38 2.05 -0.495
C -2.68 -0.42 -0.09 0.226
C -3.85 -1.14 -0.24 -0.209
C -3.80 -2.52 -0.32 -0.085
C -2.56 -3.15 -0.24 -0.221
C -1.44 -2.38 -0.10 0.058
N -1.49 -1.04 -0.03 -0.443
H -3.15 1.31 1.03 0.254
H -3.31 1.53 -0.70 0.253
H -1.91 3.04 -1.48 0.244
H -0.21 3.09 -1.02 0.244
H -1.49 2.61 -3.92 0.259
H -0.68 1.00 -5.65 0.265
H 0.57 -1.03 -4.89 0.262
H 0.96 -1.36 -2.47 0.210
H -0.17 3.07 1.09 0.241
H -1.88 3.14 1.49 0.246
H -1.60 2.71 3.98 0.261
H -0.96 1.07 5.74 0.266
H 0.22 -1.03 5.07 0.261
H 0.70 -1.40 2.66 0.208
H -4.80 -0.62 -0.29 0.260
H -4.71 -3.10 -0.44 0.266
H -2.48 -4.23 -0.30 0.260
H -0.45 -2.81 -0.05 0.194
C 4.39 -4.20 0.66 -0.422
N 2.90 -4.03 0.60 -0.331
C 2.37 -3.63 1.94 -0.421
C 2.42 -3.13 -0.53 -0.220
C 2.76 -1.67 -0.36 -0.145
C 4.07 -1.28 -0.69 -0.167
C 4.49 0.03 -0.59 -0.180
C 3.61 1.01 -0.17 -0.159
C 2.31 0.63 0.14 -0.242
C 1.85 -0.68 0.02 -0.173
H 4.63 -4.91 1.45 0.253
H 4.84 -3.24 0.88 0.239
H 4.74 -4.58 -0.30 0.244
H 2.52 -4.95 0.39 0.438
H 2.86 -2.71 2.24 0.239
H 2.60 -4.42 2.65 0.257
H 1.30 -3.50 1.87 0.215
H 1.35 -3.30 -0.61 0.214
H 2.90 -3.53 -1.42 0.245
H 4.76 -2.02 -1.06 0.230
H 5.51 0.30 -0.86 0.260
H 3.92 2.04 -0.08 0.252
H 1.63 1.43 0.47 0.209
```

Repeat the first record exactly.
The following is a DFT calculation (wB97M-V/def2-TZVPD) of one molecule with the formula C22H31N3O3S in a non-equilibrium geometry.

As for the SMILES: CCOCCCn1c(=S)[nH]c2cc(C(=O)N[C@@H]3CCC[C@@H](C)[C@@H]3C)ccc2c1=O. The value obtained for the energy above the lowest of the compared OMol25 structures with the same formula, charge and spin is 18.461 eV. The gap between HOMO and LUMO comes out at 0.2879 Eh. Its LUMO energy is -0.8413 eV. As for the multiplicity: 1. Its HOMO energy is -0.3188 Eh. Its charge is 0. As for the total energy: -44749.727 eV.

The geometry in XYZ format:
```
60
Properties=species:S:1:pos:R:3:nbo_charge:R:1
C -6.36 -3.46 0.75 -0.618
C -5.78 -2.44 1.69 -0.062
O -6.13 -1.01 1.36 -0.528
C -5.55 -0.58 0.26 -0.075
C -5.88 0.77 0.10 -0.415
C -5.33 1.57 -0.89 -0.224
N -3.91 1.47 -0.73 -0.431
C -3.17 0.73 -1.81 0.255
S -3.93 -0.31 -2.84 -0.120
N -1.75 0.64 -1.62 -0.586
C -1.11 1.67 -0.75 0.225
C 0.23 1.48 -0.82 -0.235
C 1.07 2.01 0.05 -0.061
C 0.39 3.19 1.01 -0.122
C -1.02 3.18 0.80 -0.159
C -1.80 2.35 0.18 -0.233
C -3.16 2.31 0.04 0.643
O -3.88 3.20 0.72 -0.622
H -1.45 4.00 1.48 0.245
H 0.92 3.78 1.75 0.260
C 2.50 2.17 0.17 0.602
O 3.05 3.25 0.77 -0.670
N 3.12 1.11 0.02 -0.565
H 2.50 0.25 -0.11 0.392
C 4.56 0.97 -0.22 0.009
C 5.26 0.88 -1.39 -0.434
C 4.78 -0.54 -2.21 -0.385
C 5.20 -1.48 -1.52 -0.409
C 4.45 -1.77 0.01 -0.182
C 4.98 -3.08 0.65 -0.605
H 4.76 -3.77 -0.13 0.209
H 4.37 -3.23 1.37 0.208
H 6.04 -2.98 0.82 0.213
C 4.89 -0.64 0.72 -0.182
C 4.25 -0.59 2.14 -0.645
H 4.75 -1.11 2.79 0.206
H 4.48 0.43 2.46 0.214
H 3.20 -0.66 2.34 0.210
H 5.99 -0.47 0.88 0.201
H 3.32 -1.63 -0.12 0.176
H 4.95 -2.58 -1.92 0.185
H 6.11 -1.60 -1.14 0.207
H 5.16 -0.36 -3.15 0.224
H 3.64 -0.49 -2.35 0.188
H 6.16 0.94 -1.35 0.204
H 5.02 1.71 -1.88 0.217
H 5.03 1.54 0.65 0.237
H 0.97 0.55 -1.35 0.205
H -1.31 0.12 -2.34 0.428
H -5.68 2.78 -0.87 0.244
H -5.57 1.25 -1.92 0.230
H -6.97 1.12 0.15 0.238
H -5.38 1.46 1.08 0.215
H -4.45 -0.81 0.50 0.139
H -5.81 -1.09 -0.53 0.160
H -4.80 -2.42 2.03 0.179
H -6.44 -2.69 2.59 0.183
H -5.96 -3.34 -0.22 0.199
H -6.20 -4.36 1.07 0.210
H -7.33 -3.35 0.78 0.209
```